Below is one molecule with the formula C3H8S at a distorted geometry, with properties calculated with ωB97M-V with the def2-TZVPD basis set.

The value obtained for the orbital gap is 9.14 eV. The SMILES is CCCS. The relative energy (zero: lowest compared OMol25 entry of this formula, charge and spin) comes out at 203.1 kJ/mol.

Atoms and positions in Å:
S -0.382 -0.859 1.078
C 0.471 -0.851 -0.493
C -0.041 0.492 -1.197
C 0.157 1.835 -0.475
H 1.553 -1.005 -0.236
H 0.144 -1.721 -0.912
H -0.161 2.600 -1.188
H -0.512 2.027 0.221
H 1.174 2.168 -0.235
H -1.089 0.533 -1.614
H 0.491 0.498 -2.116
H 0.991 -0.216 1.818

Atoms 1-3, force components in eV/Å:
3.4 1.2 3.3
-0.2 3.3 1.4
0.7 -0.6 -0.4